No. 1
Molecular formula: CH8NS
Method: DFT, wB97M-V/def2-TZVPD

Structure (XYZ):
```
11
Properties=species:S:1:pos:R:3:forces:R:3:nbo_charge:R:1
N -2.174 -0.551 0.810 -4.215 0.660 0.629 -0.96
H -2.347 -0.280 1.892 0.640 -0.212 -3.276 0.48
H -2.893 0.042 0.093 2.227 -1.944 2.777 0.48
H -1.214 -0.322 0.440 -0.250 -1.060 0.419 0.46
H -2.520 -1.593 0.792 1.425 2.284 -0.488 0.48
C 1.498 0.870 0.465 0.825 -1.919 1.230 -0.73
S 0.508 -0.105 -0.778 1.717 0.590 -0.260 -0.15
H 2.137 1.508 -0.065 0.967 0.770 -0.957 0.23
H 1.147 1.504 1.297 -1.178 -0.583 -0.684 0.25
H 2.107 0.071 0.960 -0.326 0.923 -0.358 0.23
H 1.684 -0.624 -1.418 -1.832 0.492 0.968 0.23
```
Forces are in eV/Å.

Properties
Highest occupied orbital energy = -13.405 eV
Net charge = +1
Kohn-Sham gap = 9.0 eV
DFT total energy = -495.52527 a.u.
Multiplicity = 1
Energy above the lowest of the compared OMol25 structures with the same formula, charge and spin = 34.13 kcal/mol

No. 2
Molecular formula: C2H3P3
Method: DFT, wB97M-V/def2-TZVPD

Structure (XYZ):
```
8
Properties=species:S:1:pos:R:3:forces:R:3:nbo_charge:R:1
C -0.321 -0.611 1.036 2.149 1.093 -3.166 -0.62
P -0.735 0.809 1.730 -0.075 -0.392 0.070 0.44
P 0.424 2.282 0.601 0.249 -0.022 0.169 -0.07
P 1.179 1.218 -1.157 0.085 -0.337 -0.184 0.44
C 0.896 -0.351 -0.799 -2.168 0.138 3.365 -0.62
H -0.533 -1.637 1.243 -0.122 -0.405 0.155 0.21
H -0.674 2.862 -0.042 -0.267 0.266 -0.146 0.02
H 1.131 -1.285 -1.259 0.149 -0.341 -0.263 0.21
```
Forces are in eV/Å.

Properties
Highest occupied orbital energy = -8.878 eV
SMILES string = C#P=[PH]=P#C
Kohn-Sham gap = 8.9 eV
DFT total energy = -1101.91330 a.u.
Multiplicity = 1
Energy above the lowest of the compared OMol25 structures with the same formula, charge and spin = 70.45 kcal/mol

No. 3
Molecular formula: C25H47F4N13O23
Method: DFT, wB97M-V/def2-TZVPD

Structure (XYZ):
```
112
Properties=species:S:1:pos:R:3:forces:R:3:mulliken_charge:R:1
F 7.604 -1.690 0.156 -1.303 0.994 0.317 -0.18
N 6.301 -1.348 0.401 -5.862 0.610 0.180 0.62
C 5.902 -0.259 1.413 -2.071 -0.987 -1.029 -0.41
C 4.308 0.127 1.740 0.814 -3.532 -3.135 -0.30
C 3.143 -0.703 0.939 3.350 -0.973 -0.619 0.25
C 1.522 -0.534 1.115 -3.703 0.397 -0.475 0.75
C 0.692 -0.437 2.525 -1.709 0.117 -3.908 -0.97
C -0.971 -0.316 2.497 2.463 -0.367 -2.345 0.04
N -1.792 -0.305 1.199 5.174 -0.112 0.534 0.67
C -3.302 -0.237 1.282 -1.979 -0.773 -1.090 -0.82
C -3.972 1.125 0.663 -0.520 0.537 0.911 -0.18
O -5.313 0.817 0.063 0.696 -0.879 2.611 -0.41
C -6.230 0.298 1.110 -0.917 -0.103 0.110 0.42
C -6.521 -1.339 0.932 -0.676 -1.493 -0.865 0.73
F -5.877 -2.121 2.036 -2.193 2.253 -3.719 -0.24
F -7.999 -1.623 0.904 5.285 0.825 0.378 -0.26
F -5.996 -1.844 -0.389 -1.564 1.463 4.618 -0.25
C -1.061 -0.373 -0.134 3.233 -0.274 1.855 -0.30
C 0.600 -0.497 -0.279 -1.840 0.264 4.331 -0.64
C 3.663 -1.833 -0.167 2.994 2.052 1.989 -0.11
C 5.259 -2.138 -0.416 -2.749 2.302 2.183 -0.63
H 6.814 0.285 1.939 -2.148 -1.342 -1.307 0.40
H 4.026 0.963 2.509 0.963 -1.783 -1.623 0.42
H 1.286 -0.456 3.533 -1.604 0.020 -2.026 0.40
H -1.566 -0.272 3.524 1.184 -0.093 -2.457 0.44
H -3.736 -1.146 0.641 1.107 1.931 1.325 0.19
H -3.742 -0.378 2.363 1.634 0.135 -1.950 0.35
H -4.191 1.846 1.568 0.729 -1.197 -1.785 0.42
H -3.313 1.694 -0.121 -1.408 -1.363 1.460 0.06
H -5.827 0.544 2.185 -0.749 -0.845 -2.026 0.36
H -7.314 0.795 1.055 2.546 -1.062 -0.334 -0.62
H -1.655 -0.357 -1.143 0.903 -0.018 2.450 0.45
H 1.152 -0.562 -1.317 -1.538 0.279 2.235 0.26
H 2.838 -2.412 -0.775 2.176 1.228 1.403 0.45
H 5.559 -2.966 -1.215 -0.224 2.124 2.073 0.42
C 7.045 -0.113 -3.357 0.244 -0.068 0.131 -0.61
N 5.805 0.050 -4.163 -0.751 0.258 -0.663 0.94
O 4.887 -0.751 -3.957 0.989 1.103 -0.339 -0.52
O 5.789 0.979 -4.979 -0.189 -1.508 1.311 -0.52
H 6.920 -0.964 -2.684 -0.075 0.196 -0.263 0.10
H 7.869 -0.289 -4.052 -0.140 0.131 0.069 0.34
H 7.194 0.808 -2.790 0.006 -0.135 -0.244 0.26
C -0.399 -4.963 -0.814 0.063 -0.270 -0.365 -0.87
N 0.287 -3.773 -0.242 -0.144 0.389 0.737 0.92
O 1.283 -3.351 -0.842 -1.377 -0.417 0.783 -0.64
O -0.193 -3.296 0.793 1.019 -0.528 -1.662 -0.45
H 0.129 -5.274 -1.718 -0.066 0.176 0.262 0.34
H -0.372 -5.753 -0.061 -0.111 0.216 -0.049 0.32
H -1.425 -4.671 -1.047 0.142 -0.064 0.190 0.31
C 3.490 3.162 -1.491 0.105 0.397 -0.028 -0.86
N 4.202 1.858 -1.425 0.478 -0.265 -0.099 0.76
O 5.437 1.889 -1.372 -1.727 -0.622 0.062 -0.50
O 3.501 0.839 -1.427 1.168 1.095 -0.004 -0.30
H 4.227 3.968 -1.481 -0.106 -0.313 -0.015 0.34
H 2.915 3.177 -2.419 -0.027 -0.069 0.237 0.35
H 2.838 3.226 -0.618 -0.049 -0.097 -0.242 0.29
C -1.831 2.735 -2.389 -0.171 -0.125 0.059 -0.20
N -0.620 3.168 -1.642 0.884 0.869 -0.180 1.00
O -0.394 2.614 -0.559 0.053 0.549 -0.872 -0.55
O 0.071 4.052 -2.163 -1.009 -1.750 1.255 -0.53
H -2.340 1.956 -1.816 0.260 0.203 -0.107 0.00
H -2.475 3.609 -2.508 0.192 -0.195 -0.142 0.04
H -1.502 2.349 -3.356 -0.108 0.311 0.081 0.31
C 6.833 1.473 -8.254 -0.328 -0.047 0.147 -0.63
N 8.126 0.757 -8.421 1.081 -0.339 -0.333 0.84
O 8.283 -0.286 -7.776 -0.003 1.289 -0.820 -0.52
O 8.948 1.262 -9.195 -1.231 -0.950 1.308 -0.50
H 6.210 0.918 -7.548 0.264 0.092 -0.179 0.23
H 7.055 2.471 -7.871 -0.006 -0.150 -0.211 0.27
H 6.354 1.522 -9.234 0.195 0.110 0.144 0.29
C -2.297 -3.615 5.078 0.320 -0.196 0.099 -0.80
N -2.070 -2.172 5.361 0.475 0.336 0.401 0.93
O -0.988 -1.859 5.872 -1.658 0.037 -0.938 -0.51
O -2.983 -1.394 5.062 1.273 -0.379 0.153 -0.54
H -1.416 -4.179 5.390 -0.361 0.502 -0.111 0.45
H -3.176 -3.927 5.645 0.105 0.082 -0.201 0.30
H -2.460 -3.718 4.003 -0.154 0.087 0.181 0.26
C 8.098 -3.197 2.699 -0.031 0.035 -0.260 -0.47
N 7.193 -3.946 3.613 -0.383 -0.669 1.192 0.87
O 6.068 -4.233 3.185 1.234 0.364 0.572 -0.52
O 7.637 -4.225 4.733 -0.908 0.460 -1.966 -0.50
H 7.579 -3.021 1.754 0.157 -0.370 0.577 0.06
H 8.346 -2.251 3.185 0.116 -0.245 0.037 0.25
H 8.988 -3.809 2.543 -0.094 0.190 0.144 0.33
C -0.155 -7.124 7.706 0.145 -0.212 0.269 -0.71
N -1.395 -6.961 6.900 -1.164 -0.787 0.019 0.79
O -2.313 -7.762 7.106 1.478 1.654 -0.640 -0.46
O -1.411 -6.032 6.084 -0.151 -1.385 0.881 -0.55
H -0.280 -7.975 8.379 -0.089 0.224 -0.240 0.31
H 0.669 -7.300 7.012 -0.153 0.164 0.099 0.28
H -0.006 -6.203 8.273 0.019 -0.110 -0.214 0.29
C -2.810 7.000 -4.516 0.050 0.371 -0.002 -0.73
N -2.098 5.695 -4.450 0.978 -0.311 -0.010 0.88
O -0.863 5.726 -4.398 -2.010 -0.423 -0.144 -0.48
O -2.799 4.676 -4.452 0.976 1.046 -0.037 -0.54
H -2.073 7.805 -4.506 -0.109 -0.324 0.000 0.31
H -3.385 7.015 -5.444 0.007 -0.095 0.233 0.30
H -3.462 7.064 -3.643 0.013 -0.106 -0.212 0.27
C -6.042 3.662 -0.535 0.066 -0.022 -0.236 -0.22
N -5.486 4.978 -0.119 0.117 0.961 0.496 0.96
O -4.503 5.399 -0.741 -1.080 -0.339 0.866 -0.56
O -6.051 5.550 0.820 1.068 -0.833 -1.503 -0.54
H -5.450 3.275 -1.367 -0.067 0.173 0.239 0.19
H -5.982 2.992 0.325 -0.166 0.334 -0.196 -0.06
H -7.077 3.824 -0.841 0.248 -0.066 0.218 0.28
C -9.968 2.737 1.128 0.076 -0.195 0.133 -0.09
N -10.035 3.835 0.126 -0.662 1.148 -0.550 0.86
O -9.106 3.918 -0.686 -1.318 0.050 0.817 -0.57
O -11.018 4.583 0.183 1.917 -1.341 -0.224 -0.49
H -9.055 2.162 0.961 -0.249 0.246 -0.080 -0.34
H -9.959 3.196 2.119 -0.150 -0.064 -0.193 0.31
H -10.850 2.110 0.989 0.101 0.200 0.104 0.32
```
Forces are in eV/Å.

Properties
Highest occupied orbital energy = -13.634 eV
Net charge = +2
Kohn-Sham gap = 5.8 eV
DFT total energy = -3820.27243 a.u.
Multiplicity = 1

No. 4
Molecular formula: C4H5N3O
Method: DFT, wB97M-V/def2-TZVPD

Structure (XYZ):
```
13
Properties=species:S:1:pos:R:3:forces:R:3:nbo_charge:R:1
O -2.707 -0.612 -0.009 -0.669 -6.040 -2.854 -0.61
C -1.706 0.153 0.094 5.375 4.418 1.128 0.57
N -1.742 1.514 0.188 -3.913 -4.256 -1.039 -0.30
N -0.576 1.954 -0.016 5.632 4.420 0.608 -0.27
C 0.340 1.029 -0.046 -4.833 -0.380 0.109 0.25
N -0.327 -0.177 0.013 -0.645 0.447 0.544 -0.44
C 1.004 -0.917 0.200 -2.366 -2.682 0.607 -0.19
C 1.691 0.541 -0.091 1.331 -2.994 0.341 -0.43
H -2.269 -1.398 -0.647 -2.467 2.632 2.547 0.50
H 0.853 -1.851 -0.547 1.690 2.250 1.350 0.21
H 1.091 -1.391 1.269 -0.013 1.223 -1.937 0.22
H 2.412 0.840 0.728 -0.481 -0.199 -1.639 0.25
H 1.937 0.316 -1.134 1.358 1.163 0.235 0.24
```
Forces are in eV/Å.

Properties
Highest occupied orbital energy = -8.229 eV
SMILES string = Oc1nnc2n1CC2
Kohn-Sham gap = 8.2 eV
DFT total energy = -394.76582 a.u.
Multiplicity = 1
Energy above the lowest of the compared OMol25 structures with the same formula, charge and spin = 126.60 kcal/mol

No. 5
Molecular formula: C2H6OS2
Method: DFT, wB97M-V/def2-TZVPD

Structure (XYZ):
```
11
Properties=species:S:1:pos:R:3:forces:R:3:nbo_charge:R:1
C 0.270 -3.505 0.307 -0.140 0.311 0.212 -0.72
C 1.473 -2.609 0.381 -0.274 -0.393 -0.102 0.45
O 1.409 -1.422 0.534 0.162 0.325 0.085 -0.52
H 0.144 -3.866 -0.712 0.088 -0.119 -0.134 0.24
H 0.408 -4.365 0.962 -0.047 -0.034 -0.036 0.23
H -0.618 -2.935 0.585 0.063 -0.123 0.020 0.23
H 2.446 -3.124 0.280 0.161 0.074 -0.021 0.10
S -1.517 1.840 0.431 -0.513 -0.077 0.498 -0.14
S 0.036 1.665 -0.920 0.307 -0.040 -0.347 -0.13
H -2.471 2.121 -0.466 0.135 0.081 -0.104 0.13
H 0.943 1.686 0.066 0.058 -0.004 -0.071 0.15
```
Forces are in eV/Å.

Properties
Highest occupied orbital energy = -8.197 eV
SMILES string = CC=O.SS
Kohn-Sham gap = 8.8 eV
DFT total energy = -951.38148 a.u.
Multiplicity = 1
Energy above the lowest of the compared OMol25 structures with the same formula, charge and spin = 6.63 kcal/mol

No. 6
Molecular formula: C4H11N2O2
Method: DFT, wB97M-V/def2-TZVPD

Structure (XYZ):
```
19
Properties=species:S:1:pos:R:3:forces:R:3:nbo_charge:R:1
N -1.983 1.545 0.426 0.241 -0.615 0.227 -0.79
C -0.871 1.421 -0.335 -1.635 -0.403 -2.117 0.64
O -0.524 2.257 -1.149 0.512 0.436 0.607 -0.59
C -0.299 0.019 -0.618 0.170 -0.849 2.449 -0.13
N 1.083 0.274 -1.138 -0.197 0.518 0.345 -0.68
C -0.326 -1.033 0.593 0.725 1.200 -0.684 -0.46
C 0.799 -2.081 0.581 0.581 -0.015 -1.141 -0.06
O 1.815 -1.864 1.526 -0.273 -0.021 1.067 -0.71
H -2.287 0.792 1.022 0.115 -0.032 -0.009 0.40
H -2.731 2.114 0.059 0.266 0.478 0.181 0.43
H -0.898 -0.415 -1.432 0.328 0.328 0.134 0.25
H 0.981 0.693 -2.065 0.335 -0.347 -0.219 0.47
H 1.642 -0.577 -1.058 0.106 0.064 -0.620 0.44
H 1.562 1.006 -0.602 -0.188 -0.098 0.162 0.45
H -1.320 -1.456 0.523 -0.070 -0.370 0.191 0.24
H -0.201 -0.563 1.576 -0.289 0.382 -0.301 0.24
H 1.442 -2.036 -0.331 -0.984 -0.471 0.069 0.14
H 0.338 -3.062 0.600 0.254 -0.357 0.202 0.21
H 1.597 -2.222 2.407 0.003 0.173 -0.544 0.49
```
Forces are in eV/Å.

Properties
Highest occupied orbital energy = -14.473 eV
SMILES string = NC(=O)[C@@H]([NH3+])CCO
Net charge = +1
Kohn-Sham gap = 11.0 eV
DFT total energy = -418.74651 a.u.
Multiplicity = 1
Energy above the lowest of the compared OMol25 structures with the same formula, charge and spin = 33.45 kcal/mol

No. 7
Molecular formula: C4H7NO3
Method: DFT, wB97M-V/def2-TZVPD

Structure (XYZ):
```
15
Properties=species:S:1:pos:R:3:forces:R:3:nbo_charge:R:1
C -1.516 -0.028 -0.751 1.169 2.059 -0.902 -0.61
C -0.046 0.434 -0.531 -1.883 4.888 -2.013 -0.15
N 0.186 1.139 0.751 -0.802 -0.455 -0.135 -0.61
C 0.699 0.412 1.782 -0.041 1.285 1.319 0.54
O 1.119 -0.712 1.697 0.303 -0.015 0.365 -0.60
C 0.991 -0.544 -0.827 2.857 -1.388 -0.499 0.79
O 2.083 -0.335 -1.310 -0.785 0.534 0.471 -0.56
O 0.564 -1.751 -0.546 -1.007 -2.750 0.470 -0.70
H -1.565 -0.781 -1.470 0.047 -1.309 -1.199 0.23
H -2.230 0.744 -1.074 0.727 0.295 -0.033 0.21
H -1.924 -0.377 0.111 -0.951 -1.390 2.697 0.21
H 0.138 1.293 -1.315 -0.250 -1.663 1.245 0.22
H -0.448 1.932 0.968 0.942 -0.907 -0.254 0.41
H 0.756 1.015 2.744 -0.160 -0.519 -0.741 0.11
H 1.195 -2.443 -0.230 -0.166 1.335 -0.789 0.52
```
Forces are in eV/Å.

Properties
Highest occupied orbital energy = -10.007 eV
SMILES string = C[C@@H](NC=O)C(=O)O
Kohn-Sham gap = 10.7 eV
DFT total energy = -437.08446 a.u.
Multiplicity = 1
Energy above the lowest of the compared OMol25 structures with the same formula, charge and spin = 36.98 kcal/mol